DFT (the ωB97M-V functional and the def2-TZVPD basis) results for 18 unconnected molecules or ions with the total composition C61H122O40.

Summary:
E_LUMO ... 0.5 eV
Max |F| ... 3.63 eV Å⁻¹

Geometry (Å):
1 C -7.12 -1.09 1.97
2 O -6.35 -1.92 1.10
3 C -5.70 -2.87 1.79
4 O -5.79 -3.16 2.95
5 O -4.89 -3.55 0.95
6 C -4.23 -4.65 1.54
7 H -7.44 -0.27 1.35
8 H -6.50 -0.74 2.78
9 H -8.02 -1.60 2.34
10 H -3.90 -5.36 0.80
11 H -4.91 -5.21 2.16
12 H -3.31 -4.37 2.09
13 C -3.39 5.08 3.41
14 O -4.24 5.30 2.28
15 C -3.66 5.60 1.15
16 O -2.53 5.42 0.94
17 O -4.52 6.04 0.22
18 C -3.99 6.12 -1.08
19 H -2.52 4.45 3.14
20 H -4.06 4.69 4.16
21 H -3.01 6.02 3.77
22 H -3.53 7.10 -1.23
23 H -4.80 5.92 -1.79
24 H -3.21 5.43 -1.00
25 C -0.34 -3.12 4.32
26 O -1.31 -3.00 3.26
27 C -1.88 -1.79 3.14
28 O -1.83 -0.79 3.81
29 O -2.61 -1.84 2.00
30 C -3.32 -0.64 1.64
31 H -0.21 -4.20 4.48
32 H -0.77 -2.69 5.24
33 H 0.64 -2.63 4.18
34 H -2.75 0.09 1.13
35 H -3.75 -0.21 2.56
36 H -4.10 -0.96 0.93
37 C -3.65 1.99 -1.80
38 O -3.84 1.79 -0.38
39 C -5.03 1.97 0.19
40 O -5.25 1.60 1.30
41 O -5.87 2.61 -0.60
42 C -7.19 2.77 0.06
43 H -2.66 1.68 -2.09
44 H -3.66 3.05 -2.10
45 H -4.48 1.59 -2.32
46 H -7.42 1.94 0.69
47 H -7.89 2.85 -0.73
48 H -7.28 3.71 0.61
49 C 1.00 -2.34 -5.42
50 O 1.00 -0.88 -5.42
51 C 1.49 -0.28 -6.49
52 O 1.95 -0.71 -7.53
53 O 1.36 1.07 -6.32
54 C 2.05 1.85 -7.29
55 H -0.01 -2.79 -5.37
56 H 1.63 -2.69 -4.59
57 H 1.40 -2.55 -6.37
58 H 3.14 1.74 -7.30
59 H 1.73 2.89 -7.12
60 H 1.69 1.49 -8.28
61 C 4.77 -7.16 -2.38
62 O 4.41 -5.95 -2.97
63 C 3.19 -5.50 -2.73
64 O 2.92 -4.35 -2.81
65 O 2.36 -6.48 -2.45
66 C 1.06 -6.06 -1.99
67 H 5.85 -7.35 -2.72
68 H 4.20 -8.05 -2.68
69 H 4.81 -7.05 -1.26
70 H 0.54 -6.94 -1.65
71 H 0.47 -5.67 -2.78
72 H 1.01 -5.32 -1.20
73 C 4.69 -3.10 -0.09
74 O 3.32 -3.38 0.37
75 C 2.95 -4.60 0.69
76 O 3.45 -5.62 0.27
77 O 1.91 -4.55 1.56
78 C 1.25 -5.74 1.73
79 H 5.01 -2.15 0.29
80 H 4.72 -3.02 -1.13
81 H 5.42 -3.88 0.22
82 H 0.62 -6.08 0.87
83 H 0.57 -5.58 2.52
84 H 2.07 -6.46 1.99
85 C 7.12 -4.27 -2.17
86 O 7.39 -2.98 -1.69
87 C 8.11 -2.10 -2.39
88 O 8.10 -0.93 -2.17
89 O 8.71 -2.67 -3.42
90 C 9.23 -1.83 -4.48
91 H 6.71 -4.79 -1.30
92 H 8.05 -4.68 -2.47
93 H 6.36 -4.30 -2.96
94 H 8.65 -2.09 -5.35
95 H 10.28 -2.13 -4.61
96 H 9.12 -0.80 -4.22
97 C -4.08 1.60 4.35
98 O -5.39 0.95 4.13
99 C -6.39 1.78 3.88
100 O -7.46 1.39 3.49
101 O -6.05 3.05 4.20
102 C -7.04 4.02 4.07
103 H -3.45 0.86 4.87
104 H -4.11 2.52 4.86
105 H -3.61 1.80 3.36
106 H -7.67 4.07 4.95
107 H -7.75 3.72 3.28
108 H -6.58 5.00 3.82
109 C 0.21 -1.93 -0.29
110 O 0.00 -0.51 -0.53
111 C -0.15 0.29 0.49
112 O 0.15 0.06 1.64
113 O -0.66 1.44 0.08
114 C -1.05 2.26 1.15
115 H 0.69 -2.28 -1.17
116 H -0.75 -2.42 -0.13
117 H 0.82 -1.98 0.63
118 H -0.24 2.89 1.49
119 H -1.45 1.71 2.02
120 H -1.89 2.87 0.81
121 C -0.94 2.70 7.71
122 O -0.45 2.10 6.51
123 C -0.82 2.74 5.35
124 O -1.66 3.58 5.31
125 O -0.20 2.38 4.24
126 C 0.86 1.32 4.18
127 H -0.30 2.37 8.56
128 H -2.01 2.57 7.76
129 H -0.70 3.75 7.67
130 H 1.50 1.62 3.40
131 H 0.36 0.34 4.03
132 H 1.30 1.32 5.20
133 C -3.75 -2.33 -1.96
134 C -2.92 -1.14 -2.40
135 C -1.63 -1.78 -2.94
136 O -1.43 -2.98 -2.23
137 C -2.64 -3.27 -1.53
138 H -4.40 -2.85 -2.69
139 H -4.32 -2.13 -1.02
140 H -2.80 -0.49 -1.51
141 H -3.32 -0.42 -3.12
142 H -0.76 -1.16 -2.95
143 H -1.79 -2.04 -3.97
144 H -2.45 -3.11 -0.48
145 H -2.83 -4.34 -1.72
146 C 3.50 -1.80 5.04
147 C 4.15 -2.86 4.12
148 C 3.92 -4.12 4.96
149 O 2.93 -3.85 5.98
150 C 3.27 -2.50 6.35
151 H 2.56 -1.43 4.75
152 H 4.24 -0.98 5.18
153 H 5.24 -2.67 3.92
154 H 3.59 -2.87 3.22
155 H 4.92 -4.37 5.38
156 H 3.43 -5.08 4.53
157 H 4.17 -2.48 6.96
158 H 2.45 -2.13 6.89
159 C 4.81 0.75 -2.53
160 C 3.87 0.31 -3.60
161 C 2.53 0.21 -2.83
162 O 2.57 1.02 -1.66
163 C 3.93 1.52 -1.51
164 H 5.65 1.27 -2.99
165 H 5.31 -0.06 -2.02
166 H 4.15 -0.64 -4.15
167 H 3.78 1.14 -4.33
168 H 2.26 -0.83 -2.62
169 H 1.63 0.44 -3.46
170 H 4.35 1.32 -0.50
171 H 3.92 2.56 -1.71
172 C 2.26 6.48 0.31
173 C 1.42 5.21 0.22
174 C 2.44 4.17 0.76
175 O 3.71 4.75 0.62
176 C 3.66 5.97 -0.08
177 H 2.32 6.74 1.36
178 H 1.89 7.18 -0.38
179 H 1.18 4.99 -0.85
180 H 0.43 5.33 0.75
181 H 2.36 3.19 0.24
182 H 2.26 3.99 1.85
183 H 3.77 5.77 -1.17
184 H 4.50 6.58 0.33
185 C 6.11 0.81 1.85
186 C 7.15 0.58 0.81
187 C 7.58 -0.87 1.21
188 O 6.47 -1.57 1.75
189 C 5.56 -0.63 2.31
190 H 5.33 1.42 1.42
191 H 6.53 1.44 2.62
192 H 8.02 1.18 0.92
193 H 6.80 0.63 -0.24
194 H 8.36 -0.75 2.01
195 H 8.01 -1.39 0.34
196 H 5.59 -0.61 3.42
197 H 4.51 -0.83 2.02
198 C -0.37 3.12 -4.06
199 C 0.44 3.92 -3.08
200 C 1.41 4.75 -3.96
201 O 0.80 4.77 -5.29
202 C -0.50 4.10 -5.25
203 H -1.37 2.92 -3.62
204 H 0.13 2.17 -4.29
205 H 0.95 3.31 -2.35
206 H -0.25 4.70 -2.60
207 H 2.42 4.31 -4.06
208 H 1.46 5.73 -3.53
209 H -0.67 3.66 -6.24
210 H -1.16 4.90 -4.98
211 C -8.25 0.62 -3.10
212 C -8.03 0.01 -1.72
213 C -6.62 -0.69 -1.84
214 O -5.95 -0.04 -2.90
215 C -6.85 0.88 -3.64
216 H -8.87 1.55 -3.12
217 H -8.71 -0.06 -3.84
218 H -8.89 -0.54 -1.43
219 H -8.04 0.78 -0.97
220 H -6.83 -1.77 -1.94
221 H -6.08 -0.54 -0.92
222 H -6.70 0.67 -4.68
223 H -6.56 1.92 -3.46

Atom charges from the Mulliken analysis, given in e for atoms 1 to 2:
1. C -0.470
2. O -0.150